# 1
88
Properties=species:S:1:pos:R:3:mulliken_charge:R:1 method="wB97M-V/def2-TZVPD" charge=-1 lumo_energy_ev="2.2 / 2.1" spin_multiplicity=2
Cu -0.45 0.91 -0.01 -0.3666
C 4.70 1.47 2.38 -1.0529
Si 4.02 -0.19 2.93 0.1935
C 4.69 -0.51 4.66 -1.2002
C 4.56 -1.55 1.76 -0.5778
C 2.14 -0.21 3.06 0.4781
C 1.51 -0.61 4.23 0.1300
C 0.12 -0.63 4.35 -1.4300
C -0.61 -0.26 3.24 -0.3538
N -0.05 0.08 2.08 0.5316
C 1.29 0.15 1.98 -0.1838
S 1.84 0.64 0.42 -0.4607
H 5.80 1.44 2.38 0.3279
H 4.38 2.28 3.05 0.3228
H 4.36 1.72 1.38 0.2969
H 5.78 -0.43 4.67 0.3229
H 4.43 -1.52 5.02 0.2870
H 4.29 0.21 5.38 0.3489
H 5.64 -1.56 1.63 0.4901
H 4.09 -1.40 0.79 0.1843
H 4.25 -2.54 2.13 -0.0014
H 2.11 -0.92 5.08 0.3276
H -0.37 -0.92 5.27 0.4056
H -1.70 -0.26 3.27 0.4772
C -1.25 -0.35 -2.41 -1.0277
O -0.73 -0.65 -1.15 0.5864
H -0.50 0.07 -3.09 0.2436
H -2.08 0.39 -2.37 0.1178
H -1.66 -1.26 -2.88 0.2790
F -6.76 -1.70 -0.24 -0.2724
C -6.54 -0.38 -0.38 0.7254
F -7.36 0.24 0.50 -0.2652
F -6.97 -0.03 -1.60 -0.2720
C -5.11 0.00 -0.16 0.4677
C -4.68 1.27 -0.52 -1.1308
C -3.36 1.60 -0.27 -0.5695
N -2.50 0.76 0.30 0.7242
C -2.92 -0.46 0.62 0.5642
C -4.22 -0.88 0.43 -1.0659
H -5.35 1.97 -1.00 0.4321
H -2.97 2.58 -0.51 0.4953
H -2.17 -1.12 1.04 -0.0778
H -4.52 -1.88 0.72 0.5119
Cl -1.54 3.05 2.46 -0.1997
C -0.72 3.76 1.10 1.7256
C -0.31 2.95 0.05 -1.9310
C 0.33 3.60 -0.99 1.4535
Cl 0.84 2.66 -2.36 -0.1862
C 0.58 4.97 -1.01 -0.3175
Cl 1.39 5.72 -2.34 -0.2146
C 0.15 5.75 0.07 0.5070
Cl 0.44 7.45 0.07 -0.2151
C -0.51 5.14 1.13 -0.2216
Cl -1.04 6.11 2.46 -0.2242
C -3.82 -4.82 1.68 -0.4758
C -3.50 -4.81 0.33 -0.8739
C -2.29 -4.27 -0.10 -0.2380
C -1.37 -3.75 0.81 0.3367
C -1.71 -3.75 2.16 0.0836
C -2.92 -4.29 2.60 -0.8641
Sb 0.48 -2.78 0.17 0.3752
C 1.77 -4.19 1.26 0.6904
C 2.69 -5.04 0.65 -0.4589
C 3.64 -5.73 1.39 -0.6970
C 3.70 -5.58 2.77 -0.4566
C 2.80 -4.73 3.39 -0.8459
C 1.86 -4.04 2.64 -0.1279
C 0.57 -3.89 -1.68 0.1966
C 0.44 -5.28 -1.74 -0.2634
C 0.52 -5.94 -2.96 -0.8003
C 0.72 -5.23 -4.13 -0.4702
C 0.85 -3.85 -4.08 -0.5050
C 0.78 -3.18 -2.86 -0.8379
H -4.75 -5.25 2.02 0.3716
H -4.20 -5.21 -0.39 0.3810
H -2.07 -4.25 -1.16 0.3708
H -1.04 -3.32 2.89 0.0713
H -3.16 -4.28 3.66 0.4148
H 2.68 -5.16 -0.43 0.3581
H 4.35 -6.38 0.89 0.3830
H 4.44 -6.11 3.35 0.3591
H 2.84 -4.59 4.47 0.3995
H 1.19 -3.35 3.15 -0.0246
H 0.27 -5.84 -0.83 0.5213
H 0.41 -7.02 -2.99 0.3852
H 0.78 -5.75 -5.08 0.3519
H 1.01 -3.28 -4.99 0.4012
H 0.87 -2.10 -2.82 0.3481

# 2
23
Properties=species:S:1:pos:R:3:mulliken_charge:R:1 method="wB97M-V/def2-TZVPD" lumo_energy_ev=0.8 spin_multiplicity=1
C 0.43 2.90 -1.41 -0.9045
C 1.08 1.48 -0.99 0.1936
C 0.86 0.27 -2.11 -0.8336
C -0.12 0.46 0.50 0.5019
C -0.80 -1.60 1.40 0.3560
C -1.96 -2.38 0.70 -0.9816
C 0.69 -1.83 1.42 -1.0264
H -0.82 2.46 -2.11 0.1294
H 1.10 3.15 -2.24 0.3325
H -0.06 3.34 -0.20 0.3143
H 2.20 1.80 -1.36 0.2823
H -0.22 -0.08 -2.33 0.2747
H 1.31 1.00 -2.94 0.2904
H 1.37 -0.76 -1.82 0.2280
H -0.91 -1.35 2.58 0.2643
H -2.77 -1.70 0.43 0.3187
H -1.17 -2.62 -0.18 0.2323
H -2.42 -3.41 1.03 0.2887
H 1.24 -0.90 1.83 0.3585
H 1.28 -1.95 0.33 0.1576
H 0.74 -2.78 2.12 0.3240
N 0.79 1.42 0.43 -0.6686
N -1.06 -0.28 0.69 -0.4326

# 3
6
Properties=species:S:1:pos:R:3:mulliken_charge:R:1 method="wB97M-V/def2-TZVPD" lumo_energy_ev="-0.9 / -0.9" spin_multiplicity=1
C -0.96 1.96 0.07 0.4555
N -1.45 0.49 -1.47 -0.3916
F -2.07 2.06 0.75 -0.1237
S 0.30 2.83 0.19 -0.1656
Cl -0.07 -0.50 -1.52 -0.0395
H -2.24 0.00 -1.10 0.2650

# 4
27
Properties=species:S:1:pos:R:3:mulliken_charge:R:1 method="wB97M-V/def2-TZVPD" lumo_energy_ev=-0.5 spin_multiplicity=1
C -0.45 -1.54 3.15 -0.6271
C -1.42 -1.08 -2.14 -1.0387
C -0.35 -2.14 1.96 -0.2147
C -1.43 0.23 -1.91 0.7429
C -0.82 0.76 -0.71 0.0484
C 0.21 -0.37 0.43 0.3393
C -2.04 1.16 -2.91 -1.2253
C 2.22 0.46 -0.66 -1.2957
C 1.45 1.18 1.75 -1.0460
C 1.53 0.01 0.73 0.4177
N -0.61 -1.23 0.84 -0.4538
S -0.97 2.35 -0.41 -0.1962
H -0.33 -2.07 4.10 0.2457
H -0.32 -0.51 3.28 0.2317
H -2.08 -1.48 -2.95 0.2760
H -1.15 -1.76 -1.41 0.3368
H -0.26 -3.20 1.69 0.3390
H -2.61 0.57 -3.70 0.3285
H -2.78 1.93 -2.35 0.2783
H -1.32 1.76 -3.49 0.2725
H 2.47 -0.41 -1.23 0.3615
H 1.52 1.17 -1.16 0.2813
H 3.19 0.98 -0.55 0.3860
H 0.73 0.83 2.68 0.1124
H 2.40 1.15 2.40 0.3515
H 1.14 2.09 1.37 0.3769
H 2.09 -0.83 1.21 0.3710

# 5
8
Properties=species:S:1:pos:R:3:mulliken_charge:R:1 method="wB97M-V/def2-TZVPD" lumo_energy_ev=0.7 spin_multiplicity=1
C -0.95 -1.21 -1.80 0.1654
C -0.21 0.44 0.26 -0.2815
N -2.05 -1.27 -2.12 -0.3807
N 1.76 0.88 1.47 -0.7994
N 0.69 0.72 1.00 0.5097
H 0.11 -1.03 -1.47 0.2444
H -1.08 0.97 0.16 0.2743
H 1.73 0.51 2.51 0.2680

# 6
17
Properties=species:S:1:pos:R:3:mulliken_charge:R:1 method="wB97M-V/def2-TZVPD" charge=+1 smiles="C=[NH+]/C(=C/C)SC" lumo_energy_ev=-5.2 spin_multiplicity=1
C -0.93 2.67 1.12 -0.0544
N -1.09 1.59 0.30 -0.2038
C -0.56 -0.02 0.10 0.2676
C -0.98 -0.66 -0.98 -0.0228
C -0.60 -2.03 -1.25 -1.2728
S 0.48 -0.47 1.37 -0.0830
C 2.19 -0.47 0.78 -0.8060
H -1.22 3.63 0.66 0.2416
H -0.56 2.77 2.16 0.2812
H -1.58 1.93 -0.49 0.2614
H -1.70 -0.22 -1.57 0.4149
H -0.27 -1.95 -2.30 0.3214
H -1.32 -2.82 -1.24 0.3464
H 0.17 -2.41 -0.70 0.3540
H 2.51 -1.49 0.62 0.3009
H 2.92 -0.15 1.59 0.3317
H 2.53 0.09 -0.17 0.3218

# 7
48
Properties=species:S:1:pos:R:3:mulliken_charge:R:1 method="wB97M-V/def2-TZVPD" smiles="CCN(CC)C(=O)c1nc(C(N)=O)sc1-c1ccc(C(O)(C(F)(F)F)C(F)(F)F)c(Cl)c1Cl" lumo_energy_ev=-0.6 spin_multiplicity=1
C 3.39 2.42 1.57 -1.1020
C 1.98 2.37 0.90 -0.6312
N 1.83 1.36 -0.12 0.3784
C 1.56 1.79 -1.50 -0.4399
C 2.84 2.07 -2.28 -1.0238
C 1.91 -0.01 0.23 -0.0094
O 1.99 -0.31 1.42 -0.6184
C 1.72 -1.09 -0.79 -0.6912
N 2.81 -1.59 -1.50 -0.5345
C 2.46 -2.58 -2.30 0.5489
C 3.52 -3.25 -3.08 0.2523
N 4.84 -2.99 -2.89 -0.4099
O 3.26 -3.94 -4.07 -0.6193
S 0.75 -2.96 -2.29 -0.0588
C 0.53 -1.79 -1.03 -0.1715
C -0.77 -1.38 -0.48 0.8636
C -0.84 -1.40 0.92 -1.1062
C -1.97 -0.94 1.57 -0.5732
C -3.15 -0.59 0.90 -0.3304
C -4.40 -0.13 1.74 0.8289
O -5.65 -0.35 1.00 -0.6559
C -4.56 -0.93 3.09 0.5731
F -3.70 -0.57 4.10 -0.2438
F -5.82 -0.70 3.58 -0.2712
F -4.32 -2.24 2.93 -0.2472
C -4.26 1.43 2.06 0.7655
F -5.38 1.82 2.67 -0.2421
F -3.13 1.66 2.83 -0.2378
F -4.15 2.16 0.92 -0.2448
C -3.05 -0.52 -0.52 0.3859
Cl -4.35 0.13 -1.51 -0.1813
C -1.88 -0.94 -1.20 1.0157
Cl -1.87 -0.86 -2.93 -0.1945
H 3.47 3.33 2.15 0.4213
H 3.61 1.59 2.24 0.2921
H 4.15 2.47 0.77 0.2513
H 1.22 2.26 1.70 0.2751
H 1.77 3.33 0.46 0.4701
H 0.91 2.68 -1.51 0.5155
H 0.97 1.04 -2.05 0.0771
H 3.47 2.78 -1.71 0.2600
H 2.59 2.50 -3.28 0.3949
H 3.42 1.16 -2.46 0.2215
H 5.45 -3.20 -3.67 0.2599
H 5.08 -2.26 -2.22 0.2595
H 0.05 -1.79 1.46 0.5251
H -1.92 -0.94 2.63 0.5400
H -6.38 -0.07 1.56 0.4628

# 8
86
Properties=species:S:1:pos:R:3:mulliken_charge:R:1 method="wB97M-V/def2-TZVPD" lumo_energy_ev=-1.1 spin_multiplicity=1
Cl 2.02 0.49 4.08 -0.0143
Cl 2.96 -0.79 1.78 0.1176
Cl 2.91 1.99 0.76 -0.0354
Cl 1.30 3.11 2.49 -0.0862
Cl -2.39 0.30 1.49 -0.1291
Cl -0.91 1.61 3.45 -0.0548
Cl -0.23 -1.66 3.37 -0.0910
Cl -0.40 2.94 -0.04 0.2260
C 0.24 -2.32 0.42 -2.0967
C 0.21 -0.95 0.74 -0.5463
C -1.08 0.17 -1.23 -1.2686
C 1.46 0.04 -1.21 -2.0049
C 1.62 0.25 2.40 0.2054
C 1.45 1.59 1.62 0.2391
C -0.74 0.72 1.92 0.8972
C 0.22 -0.43 2.15 0.8565
C 0.17 1.36 0.78 -1.0725
C 0.22 0.16 -0.28 2.0832
H 0.36 -2.62 -0.67 -0.1007
H 0.31 -3.08 1.15 0.5798
H -1.81 0.87 -0.87 0.2932
H -1.51 -0.85 -1.18 0.2394
H -0.72 0.38 -2.23 0.3488
H 1.59 1.01 -1.74 0.2017
H 2.34 -0.17 -0.68 0.7709
H 1.27 -0.73 -1.95 0.5414
O 4.35 -3.82 2.03 -0.6761
H 4.02 -3.49 2.93 0.3042
H 3.57 -4.24 1.55 0.4048
O -4.75 1.30 -1.40 -0.6184
H -4.32 1.24 -2.31 0.2813
H -4.33 2.07 -0.90 0.3263
O -2.29 -0.97 6.04 -0.6018
H -3.16 -0.95 5.52 0.3014
H -2.15 -0.06 6.46 0.2978
O -2.78 -1.75 -3.32 -0.5868
H -3.30 -2.61 -3.21 0.2472
H -1.86 -1.97 -3.68 0.4133
O -3.12 3.16 4.61 -0.6257
H -3.52 2.60 3.87 0.4062
H -3.55 2.89 5.48 0.2954
O -0.65 -4.74 -3.05 -0.7967
H -1.07 -4.94 -3.95 0.3493
H -1.36 -4.88 -2.34 0.3312
O 1.29 1.22 -5.05 -0.5694
H 2.18 0.90 -5.40 0.2805
H 0.57 0.95 -5.71 0.3089
O -0.28 -2.41 -4.22 -0.7715
H -0.33 -3.31 -3.77 0.4173
H 0.48 -2.43 -4.89 0.2857
O 2.21 -5.43 0.42 -0.7309
H 1.81 -5.06 -0.44 0.4644
H 2.94 -6.08 0.17 0.2887
O 2.69 -1.25 6.90 -0.6201
H 3.03 -1.97 6.28 0.3053
H 1.68 -1.25 6.85 0.3156
O 0.08 5.49 -1.43 -0.6460
H 0.11 6.49 -1.60 0.2787
H 0.94 5.09 -1.78 0.2822
O 1.79 -4.42 -1.96 -0.7246
H 2.18 -3.58 -2.36 0.3933
H 0.82 -4.49 -2.25 0.3622
O 5.22 -2.07 -0.16 -0.6262
H 4.80 -2.41 0.70 0.3214
H 4.83 -2.60 -0.93 0.2968
O 3.42 4.88 3.13 -0.6383
H 3.11 3.92 3.12 0.3700
H 3.56 5.18 2.18 0.2992
O -1.89 2.39 -4.48 -0.6598
H -2.73 1.84 -4.45 0.3184
H -1.18 1.86 -4.98 0.2306
O -3.66 -2.54 1.21 -0.6536
H -3.12 -1.78 0.83 0.3333
H -4.62 -2.23 1.32 0.2932
O 2.84 -2.32 -3.11 -0.6532
H 3.27 -1.42 -2.94 0.3292
H 2.44 -2.31 -4.04 0.2242
O -2.23 4.14 -2.43 -0.6266
H -1.33 4.55 -2.20 0.3022
H -2.09 3.49 -3.19 0.4645
O -0.73 6.02 1.33 -0.5825
H -0.32 6.93 1.52 0.2861
H -0.38 5.69 0.45 0.3578
O -4.70 2.35 2.36 -0.6858
H -4.84 3.28 2.74 0.3462
H -4.44 2.44 1.39 0.2801

Copy entry 7 word for word.
48
Properties=species:S:1:pos:R:3:mulliken_charge:R:1 method="wB97M-V/def2-TZVPD" smiles="CCN(CC)C(=O)c1nc(C(N)=O)sc1-c1ccc(C(O)(C(F)(F)F)C(F)(F)F)c(Cl)c1Cl" lumo_energy_ev=-0.6 spin_multiplicity=1
C 3.39 2.42 1.57 -1.1020
C 1.98 2.37 0.90 -0.6312
N 1.83 1.36 -0.12 0.3784
C 1.56 1.79 -1.50 -0.4399
C 2.84 2.07 -2.28 -1.0238
C 1.91 -0.01 0.23 -0.0094
O 1.99 -0.31 1.42 -0.6184
C 1.72 -1.09 -0.79 -0.6912
N 2.81 -1.59 -1.50 -0.5345
C 2.46 -2.58 -2.30 0.5489
C 3.52 -3.25 -3.08 0.2523
N 4.84 -2.99 -2.89 -0.4099
O 3.26 -3.94 -4.07 -0.6193
S 0.75 -2.96 -2.29 -0.0588
C 0.53 -1.79 -1.03 -0.1715
C -0.77 -1.38 -0.48 0.8636
C -0.84 -1.40 0.92 -1.1062
C -1.97 -0.94 1.57 -0.5732
C -3.15 -0.59 0.90 -0.3304
C -4.40 -0.13 1.74 0.8289
O -5.65 -0.35 1.00 -0.6559
C -4.56 -0.93 3.09 0.5731
F -3.70 -0.57 4.10 -0.2438
F -5.82 -0.70 3.58 -0.2712
F -4.32 -2.24 2.93 -0.2472
C -4.26 1.43 2.06 0.7655
F -5.38 1.82 2.67 -0.2421
F -3.13 1.66 2.83 -0.2378
F -4.15 2.16 0.92 -0.2448
C -3.05 -0.52 -0.52 0.3859
Cl -4.35 0.13 -1.51 -0.1813
C -1.88 -0.94 -1.20 1.0157
Cl -1.87 -0.86 -2.93 -0.1945
H 3.47 3.33 2.15 0.4213
H 3.61 1.59 2.24 0.2921
H 4.15 2.47 0.77 0.2513
H 1.22 2.26 1.70 0.2751
H 1.77 3.33 0.46 0.4701
H 0.91 2.68 -1.51 0.5155
H 0.97 1.04 -2.05 0.0771
H 3.47 2.78 -1.71 0.2600
H 2.59 2.50 -3.28 0.3949
H 3.42 1.16 -2.46 0.2215
H 5.45 -3.20 -3.67 0.2599
H 5.08 -2.26 -2.22 0.2595
H 0.05 -1.79 1.46 0.5251
H -1.92 -0.94 2.63 0.5400
H -6.38 -0.07 1.56 0.4628